Record 1
Here is 2 unconnected molecules or ions with the total composition C3H6N4 from the Open Molecules 2025 dataset. Energies are from ωB97M-V/def2-TZVPD.

Structure (XYZ):
```
13
Properties=species:S:1:pos:R:3:forces:R:3
C 0.711810 -0.442762 -0.069829 -3.0812 2.7425 0.7966
C -1.387618 -0.370929 0.595342 -0.0090 0.2505 0.2020
C 0.931689 0.898704 -0.787730 -0.3166 0.6801 1.6756
N -1.561830 -1.682522 0.627499 -0.1910 -0.7117 -0.5565
N -2.771244 -1.997477 0.960358 -1.3878 1.1789 1.0993
N -3.359136 -0.792062 1.229379 -1.3285 -0.9793 0.3957
N -2.639463 0.247867 1.047583 4.3620 -0.0670 -1.5734
H 0.991761 -0.669081 0.933941 0.5725 0.2297 0.4333
H 0.782930 -1.281404 -0.734605 -0.5902 -0.4150 -0.1376
H 1.930964 0.930524 -1.226280 0.1191 0.1324 0.1690
H 0.685547 1.902411 -0.205070 0.6513 -2.4458 -0.9872
H 0.243449 0.805826 -1.600579 -0.3776 0.4750 -0.7086
H -4.324709 -0.604253 1.619127 1.5769 -1.0703 -0.8082
```
Positions in Å, forces in eV/Å.

Summary:
highest occupied orbital energy: -9.71 eV
relative energy (zero: lowest compared OMol25 entry of this formula, charge and spin): 5.291 eV
LUMO energy: 0.132 eV
total charge: 0
molecular weight: 98.1 g/mol

***

Record 2
Here is a molecular structure, C3H3LiO3 from the Open Molecules 2025 dataset. Energies are from ωB97M-V/def2-TZVPD.

Structure (XYZ):
```
10
Properties=species:S:1:pos:R:3:forces:R:3
H -0.954190 -1.410202 2.052457 0.3140 -0.0331 -0.1338
O 1.161095 2.047390 -0.122723 0.3727 0.8485 -0.0417
C 1.125546 1.353594 -1.144313 -0.8790 -1.3084 1.1723
C 0.462240 0.067536 -1.121695 0.5999 0.9500 -1.2626
O -0.153387 -0.125732 0.674593 0.4453 -0.1099 0.7226
C -0.959108 -1.113713 0.983577 -1.2288 0.5141 -0.6935
O -1.775092 -1.587303 0.221644 0.5450 -0.3054 0.2917
Li 0.367679 1.508940 1.538042 0.1205 -0.4870 -0.9939
H 1.135526 -0.779426 -1.296231 -0.2459 0.0592 0.4050
H -0.410308 0.038916 -1.785352 -0.0439 -0.1280 0.5339
```
Positions in Å, forces in eV/Å.

Summary:
highest occupied orbital energy (alpha / beta): -7.45 / -7.45 eV
relative energy (zero: lowest compared OMol25 entry of this formula, charge and spin): 2.083 eV
LUMO energy (alpha / beta): -0.716 / -0.716 eV
total charge: 0
molecular weight: 94.0 g/mol

***

Record 3
Here is a gas-phase ion, C2H6N3 (charge +1) from the Open Molecules 2025 dataset. Energies are from ωB97M-V/def2-TZVPD.

Structure (XYZ):
```
11
Properties=species:S:1:pos:R:3:forces:R:3
C -0.041000 1.100452 -0.056435 -1.8263 1.0146 -2.7324
N -1.582534 0.685009 0.123890 2.7873 1.0586 -0.1396
N -1.585196 -0.517546 0.168938 -1.2894 -1.6468 0.8690
C -0.325383 -1.137163 -0.046822 1.8462 0.5942 -0.2612
N 0.739297 -0.055798 0.262353 2.3997 -0.8770 0.7076
H 0.135954 1.375656 -1.119278 -0.4821 -0.3155 0.4907
H 0.145464 1.957999 0.484059 0.5273 1.5528 1.5713
H 0.037485 -2.070337 0.323696 -0.7770 -0.6851 0.7531
H -0.267938 -1.123939 -1.099333 0.0741 -0.7507 -1.5996
H 1.686864 -0.216613 -0.300207 -2.7093 0.5483 1.0798
H 1.056982 0.002285 1.259138 -0.5505 -0.4935 -0.7387
```
Positions in Å, forces in eV/Å.

Summary:
highest occupied orbital energy: -15.10 eV
SMILES: C1N=NC[NH2+]1
relative energy (zero: lowest compared OMol25 entry of this formula, charge and spin): 3.161 eV
LUMO energy: -4.359 eV
total charge: +1
molecular weight: 72.1 g/mol

***

Record 4
Here is a molecular structure, C22H20BF3N2O3PdS from the Open Molecules 2025 dataset. Energies are from ωB97M-V/def2-TZVPD.

Structure (XYZ):
```
53
Properties=species:S:1:pos:R:3:forces:R:3
C -3.138272 -1.197149 2.869347 -0.0662 -0.2856 -0.5670
C -1.705256 -1.195611 2.213785 -0.4028 0.0748 -0.0291
C -1.305984 0.130145 1.512191 0.0449 1.4791 -0.3304
C -2.175234 1.282326 1.463683 2.4324 -0.3254 -0.8181
C -1.741834 2.520788 0.759107 -0.4041 -1.6255 0.3749
N -2.652039 3.624752 0.798120 1.9155 -0.7774 1.4051
C -2.969430 3.881134 1.990840 -0.4350 -0.7365 1.8303
S -3.231203 3.948727 3.555348 0.2378 0.4433 -2.9737
C -0.399539 2.626112 0.067329 0.0979 -1.7373 0.2133
B 0.018225 3.997621 -0.654183 1.7266 2.2438 1.2870
O 0.791303 4.871442 0.110397 -1.3738 -1.1298 -1.1890
N -0.305763 4.395247 -2.043157 -0.8325 -2.0500 0.6553
C -1.679562 4.018716 -2.466863 -0.1143 0.7071 -1.3031
C 0.735051 3.987749 -3.026835 -0.1672 -0.1523 -0.4194
C 0.487472 1.457486 0.102568 -2.3692 -0.5847 1.2381
C 0.060698 0.231451 0.830311 -0.2273 1.3804 -0.6616
C 1.066605 -0.978778 0.885584 0.9534 0.0968 -0.7315
O 1.191631 -1.673316 1.865933 -0.6731 0.6493 -0.2784
C 1.919729 -1.219000 -0.372245 -0.1326 0.6415 -0.8599
C 2.302693 -2.584844 -0.757557 0.9916 0.7957 -1.7579
C 1.969928 -3.896124 0.012565 0.2699 1.0441 0.5516
C 0.436414 -4.171646 0.225082 -0.0369 -1.2569 0.4597
C 0.334855 -5.363283 1.260761 0.6181 -0.4789 0.3651
F 0.395713 -4.909289 2.571823 -0.3253 -0.3587 -1.6767
F -0.808212 -6.099659 1.122538 1.1915 1.0035 0.1943
F 1.404818 -6.237106 1.140862 -1.5574 1.0662 -0.0245
C 3.104023 -2.720152 -1.991007 -0.6138 2.6083 0.4768
C 3.470706 -1.522547 -2.782812 -1.0587 -0.4162 2.0514
C 3.087091 -0.156282 -2.352087 -0.3064 -1.7007 0.8705
C 2.316088 0.006747 -1.139684 -0.2633 -2.1962 -0.3034
C 1.878090 1.401374 -0.579932 0.9820 -1.5834 -0.7223
O 2.646412 2.318713 -0.703139 -1.1649 0.2590 0.1762
H -3.873287 -1.585973 2.106426 0.5267 0.6417 0.9163
H -3.464959 -0.219014 3.297876 0.3129 -0.8515 -0.4200
H -3.116827 -1.941892 3.744615 0.1309 0.4089 -0.5330
H -0.933047 -1.494909 2.978202 -0.4899 0.5348 -0.8843
H -1.692222 -2.020715 1.441170 0.1174 0.8250 0.7341
H -3.175078 1.265678 1.944406 0.9078 0.0506 -0.5591
H 0.900097 5.719895 -0.360172 0.1548 -0.3296 0.2578
H -2.449444 4.108401 -1.663282 0.8832 -0.2267 -0.4942
H -1.632427 2.997697 -2.940630 -0.4309 0.8531 0.4891
H -1.982532 4.758982 -3.267675 0.2364 -0.8941 0.7054
H 0.232782 3.703327 -3.988431 0.5107 0.4604 0.8215
H 1.476620 4.808844 -3.207216 -0.5873 -0.8048 0.2687
H 1.237590 3.063480 -2.637163 -0.0273 0.8791 -0.4971
H 2.509962 -4.743557 -0.487129 -0.8564 0.7847 0.3626
H 2.429930 -3.804219 1.039628 -0.4345 -0.0819 -1.0285
H -0.133261 -3.330958 0.688086 0.7077 -0.6177 -0.4097
H -0.114284 -4.483167 -0.701188 0.7138 0.2242 0.7282
H 3.451327 -3.721996 -2.353945 -0.4866 1.0967 0.5093
H 4.073746 -1.718957 -3.704147 -0.6714 0.5689 0.9234
H 3.399984 0.707973 -2.976827 -0.2878 -0.6950 0.7030
Pd -4.649905 -2.844677 4.558748 0.1334 0.0753 -0.0969
```
Positions in Å, forces in eV/Å.

Summary:
highest occupied orbital energy: -13.64 eV
LUMO energy: -11.647 eV
total charge: +2
molecular weight: 566.7 g/mol